Record 1
97
Properties=species:S:1:pos:R:3:forces:R:3:mulliken_spin:R:1 method="wB97M-V/def2-TZVPD" total_energy_ha=-2850.546532 s2=0.77 gap_ha="0.1383 / 0.2086" e_above_lowest_kcal_mol=23.5 homo_energy_ha="-0.074 / -0.144" charge=-1 lumo_ha="0.06472 / 0.06477" spin_multiplicity=2
Sr 0.580342 -0.324641 -0.090642 -0.9 0.9 -1.1 0.012
Si 4.238762 -0.108323 -2.217462 -0.1 0.0 0.1 -0.012
Si 5.016525 2.321748 -0.370258 0.0 0.0 0.0 0.002
F -3.408023 -1.569958 2.948799 0.0 0.0 -0.1 0.001
F -5.137980 -3.099569 1.720296 0.1 0.1 -0.1 -0.001
F -3.727559 -1.504362 -2.492393 0.0 0.0 0.2 0.000
F -1.974896 0.103721 -1.286696 0.0 0.0 0.0 0.009
O 1.848912 -1.296071 1.444896 1.2 -0.8 1.5 -0.012
N 2.309727 -1.847896 2.520172 -0.2 0.0 -0.2 0.003
N 0.697089 1.534381 2.055193 0.0 0.0 -0.1 0.000
N -0.242232 -2.739619 -0.063445 0.0 -0.5 0.0 0.156
N 0.104514 -1.501623 -2.426214 0.1 -0.3 -0.4 0.129
N 1.347125 1.632489 -1.652158 0.1 0.2 -0.4 0.003
N -1.530576 0.107642 1.339295 -0.2 -0.1 0.1 0.003
C 3.267296 -3.040272 4.810046 0.0 0.0 0.1 0.003
C 0.375015 3.551675 -2.733085 0.0 0.0 0.1 0.001
C 3.420852 -0.199764 -3.910651 0.0 0.1 -0.1 0.015
C 2.738181 3.414928 -2.404915 0.0 0.0 0.0 0.000
C 6.495690 3.083698 -1.279398 0.0 0.1 0.0 0.000
C -0.470354 -4.697741 1.321009 0.0 -0.1 0.0 0.186
C -0.487886 -3.338819 1.102745 0.0 0.0 -0.1 -0.062
C 4.296143 3.830050 0.520282 -0.1 0.0 0.1 0.000
C 1.972674 -2.552042 4.757116 -0.1 0.1 -0.1 -0.018
C 0.112611 -2.883087 -2.423996 0.0 0.1 -0.1 0.063
C 0.088329 -2.920856 -4.841693 0.0 0.0 -0.1 0.001
C 0.074367 -4.951429 -1.004346 0.0 0.1 -0.1 0.056
C 5.794276 1.207262 0.957084 0.0 0.0 0.0 0.000
C 2.607498 2.136789 -1.791956 0.0 0.0 0.2 -0.004
C 4.069375 -2.914471 3.688250 0.0 0.0 -0.1 -0.007
C -3.443144 -1.492944 1.585667 0.0 -0.1 0.0 0.007
C -4.485038 -2.372359 -0.424837 0.0 0.0 0.0 0.000
C -0.005805 -3.535125 -1.168656 0.0 0.0 0.2 0.117
C 3.979862 -1.805629 -1.423293 0.0 0.0 0.1 0.005
C 3.756478 1.401340 -1.305975 -0.1 0.0 -0.1 0.001
C 0.009512 -0.889457 -3.609699 0.0 0.0 0.2 -0.075
C -4.353299 -2.311703 0.945684 0.0 0.0 0.1 0.004
C -0.233870 1.226558 3.140538 0.0 0.0 0.0 0.000
C -2.532678 -0.666014 0.883178 0.1 0.2 0.1 0.004
C -1.421621 0.298253 2.768705 0.1 0.0 -0.1 0.001
C 0.171278 -3.592842 -3.658292 -0.1 0.0 0.1 0.119
C -2.737748 -0.721820 -0.522396 -0.1 0.1 0.0 -0.008
C 3.575765 -2.313086 2.549575 -0.1 -0.1 0.1 0.010
C 0.294845 2.323658 -2.120618 0.1 0.0 0.1 0.001
C -3.644603 -1.533815 -1.143834 0.0 0.0 -0.2 -0.011
C 6.101411 -0.169960 -2.567182 0.0 0.1 0.0 0.001
C 1.649484 4.108607 -2.863397 0.0 0.0 -0.1 0.000
C -0.149732 -5.520247 0.211291 0.0 0.0 0.1 0.033
C 1.509007 -1.958791 3.602548 0.1 -0.1 0.1 0.020
C -0.031387 -1.517874 -4.834078 0.0 -0.1 0.0 0.165
C 0.289138 2.743776 1.348376 0.0 0.0 0.1 0.000
C 2.065615 1.664458 2.527367 0.0 0.0 0.0 0.000
H 0.225368 -4.671947 -3.659636 0.0 0.0 0.0 0.027
H 1.780663 5.073345 -3.341309 0.0 0.0 0.0 0.000
H 2.906873 0.729493 -4.165100 0.0 0.0 0.0 -0.001
H 0.316999 -5.579629 -1.849669 0.0 0.0 0.0 0.028
H -0.735400 -2.668367 1.923465 0.0 0.0 0.0 -0.007
H 2.354146 0.768758 3.078961 0.0 0.0 0.0 0.001
H 1.301497 -2.629447 5.600514 0.0 0.0 0.0 0.003
H -1.283990 -0.652311 3.308602 0.0 0.0 0.0 0.000
H -0.711565 2.601238 0.941624 0.0 0.0 0.0 0.000
H 5.099422 4.513569 0.808217 0.0 0.0 0.0 0.000
H 6.347965 -1.105975 -3.078073 0.0 0.0 0.0 0.000
H 2.962911 -2.003612 -1.081848 -0.1 0.0 0.0 -0.005
H 2.205632 2.536919 3.187529 0.0 0.0 0.0 0.000
H -0.091311 -6.596399 0.325230 0.0 0.0 0.0 0.006
H 3.641986 -3.514219 5.706360 0.0 0.0 0.0 0.001
H 5.084043 -3.285138 3.673084 0.0 0.0 0.0 -0.005
H 4.662387 -1.903113 -0.574324 0.0 -0.1 0.1 0.001
H -0.105980 -0.941366 -5.744756 0.0 0.0 0.0 0.017
H -0.681200 1.881700 -1.941359 0.0 -0.1 -0.1 -0.001
H -0.516669 4.060341 -3.070981 0.0 0.0 0.0 0.000
H 7.135745 3.611119 -0.564147 0.0 0.0 0.0 0.000
H 2.691983 -1.004800 -3.976503 -0.1 -0.1 0.0 -0.004
H 4.241216 -2.584432 -2.146203 0.0 0.0 0.0 0.000
H 7.100085 2.335105 -1.784098 0.1 -0.1 -0.1 0.000
H -0.703415 -5.107372 2.293635 0.0 0.0 0.0 0.015
H 2.737019 1.758225 1.672735 0.0 0.0 0.0 0.000
H -2.335077 0.727644 3.200158 0.0 0.0 0.0 0.000
H 3.751808 3.562146 1.426818 0.0 0.0 0.0 0.000
H 6.171936 3.810166 -2.030759 0.0 0.0 0.0 0.000
H 6.401541 0.657334 -3.211936 0.0 0.0 0.0 0.000
H 0.280636 3.613646 2.025826 0.0 0.0 0.0 0.000
H -5.187618 -3.033273 -0.905686 0.0 0.0 0.0 0.000
H 3.736885 3.811988 -2.536037 0.0 0.0 0.0 0.000
H -0.609965 2.166403 3.572494 0.0 0.0 0.0 0.000
H 5.044341 0.523441 1.363648 0.0 0.0 0.0 0.000
H 4.183587 -0.381128 -4.673443 0.0 0.0 0.0 -0.001
H 0.979566 2.951506 0.531636 0.0 0.0 0.0 0.000
H 6.206977 1.794875 1.782546 0.0 0.0 0.0 0.000
H 0.100212 -3.467978 -5.777377 0.0 0.0 0.0 0.002
H 6.703677 -0.125422 -1.658311 0.1 0.0 0.0 0.000
H -0.021467 0.194090 -3.576639 0.0 0.0 0.0 0.007
H 6.609721 0.608255 0.544335 0.0 0.0 0.0 0.000
H 3.606179 4.381126 -0.123277 0.0 0.0 0.0 0.000
H 0.342985 0.746225 3.935300 0.0 0.0 0.0 0.001
H 0.515998 -1.561351 3.468033 0.0 0.0 0.0 -0.004
H 4.117986 -2.184627 1.627836 0.0 0.0 -0.1 0.001



Record 2
19
Properties=species:S:1:pos:R:3:forces:R:3:nbo_charge:R:1 method="wB97M-V/def2-TZVPD" total_energy_ha=-1068.311674 s2=0.75 gap_ha="0.0970 / 0.2746" e_above_lowest_kcal_mol=21.4 homo_energy_ha="0.012 / -0.166" charge=-1 lumo_ha="0.10898 / 0.10859" spin_multiplicity=2
S -2.048765 1.788216 1.862301 -2.1 1.6 -0.7 -0.709
S -0.265328 0.929362 2.530654 2.3 -1.3 1.1 -0.206
O -2.912241 -0.885794 -0.030291 5.9 3.3 0.0 -0.979
O 3.646274 0.164076 -1.488514 -1.8 2.1 -0.2 -0.949
C 0.034314 0.165803 -0.162237 -1.5 -1.4 -0.1 -0.438
C 0.516332 -0.892529 -1.171507 0.5 1.6 -0.1 -0.612
C 0.066041 -0.335194 1.271632 1.2 -1.5 0.2 -0.548
H 2.739322 0.645186 -1.623943 2.5 -1.4 0.5 0.484
H -0.601059 -1.238728 1.386400 0.4 1.0 -0.1 0.205
H -1.021595 0.406516 -0.383943 0.6 0.1 -0.1 0.230
H -3.689250 -1.272999 0.043490 -5.7 -2.6 0.8 0.451
H -2.831344 -0.159649 0.645446 -0.3 -0.7 -0.9 0.498
H 0.571195 1.069036 -0.226544 0.9 1.2 -0.1 0.185
H 1.112877 -0.733219 1.501713 -1.2 0.6 -0.2 0.208
H 1.514628 -1.235801 -0.956927 0.6 0.0 0.2 0.199
H -1.514042 2.931327 1.354735 -0.3 -0.5 -0.1 0.115
H 4.257501 0.884656 -1.218578 -0.7 -0.7 -0.2 0.466
H 0.521542 -0.484046 -2.197920 -0.1 -0.2 0.3 0.190
H -0.096401 -1.746220 -1.135967 -1.1 -1.1 -0.1 0.210



Record 3
11
Properties=species:S:1:pos:R:3:forces:R:3:nbo_charge:R:1 method="wB97M-V/def2-TZVPD" total_energy_ha=-322.529651 gap_ha=0.4025 e_above_lowest_kcal_mol=28.0 smiles="O=C1NC[C@@H]1O" homo_energy_ha=-0.370 charge=0 lumo_ha=0.03204 spin_multiplicity=1
O 1.405391 0.208478 -1.293401 -0.1 0.0 -0.2 -0.696
O -1.189074 -1.605014 -1.112098 0.2 0.3 0.3 -0.582
N -1.144839 0.006672 0.624628 -0.2 -0.1 0.0 -0.614
C -0.672625 -0.821824 -0.352667 -0.2 -0.2 -0.2 0.645
C 0.105489 0.743768 0.809773 0.2 0.2 0.1 -0.227
C 0.759877 -0.283604 -0.156915 0.1 -0.1 0.2 0.006
H -2.084771 0.191144 0.940866 0.0 0.0 -0.1 0.407
H 0.474772 0.754111 1.839516 0.0 0.0 -0.2 0.191
H 0.097979 1.755620 0.392494 0.0 -0.2 0.1 0.198
H 0.837375 0.045153 -2.056738 0.1 0.0 0.0 0.485
H 1.410427 -0.994503 0.364541 -0.1 0.1 -0.1 0.188



Record 4
101
Properties=species:S:1:pos:R:3:forces:R:3:mulliken_charge:R:1 method="wB97M-V/def2-TZVPD" total_energy_ha=-2194.831418 gap_ha=0.1926 e_above_lowest_kcal_mol=0.0 homo_energy_ha=-0.120 charge=-1 lumo_ha=0.07251 spin_multiplicity=1
Cs -0.555003 -0.928241 -0.350456 -0.1 0.0 0.8 1.206
O -1.593225 2.324705 -1.268968 0.1 0.1 0.0 -0.499
O -1.430843 -2.886588 2.109005 0.0 -0.1 0.0 -0.523
O 3.403525 0.669902 1.689261 -0.2 0.0 0.0 -1.399
O 2.111315 0.112303 3.498784 0.0 0.0 -0.2 -0.480
N -3.747264 -0.620750 0.223268 0.0 -0.2 0.0 -0.212
N 1.569777 -0.567264 -2.599957 -0.1 0.2 -0.3 -0.340
N 0.521283 -0.598223 -3.272011 0.4 0.0 -0.2 0.026
N -1.990899 1.322564 1.525499 0.1 0.0 0.0 0.288
C 4.138980 0.782654 2.818428 0.1 0.0 0.0 0.153
C -0.871160 2.595737 -3.505670 0.0 0.0 0.0 -1.156
C 0.692504 -3.019306 -3.462675 0.1 0.2 0.0 -0.482
C -4.825924 1.076069 6.105848 0.0 0.0 0.0 -1.719
C 3.530487 3.152434 -2.585230 0.1 0.0 0.0 -0.646
C 8.232084 0.464776 5.148504 0.0 0.0 0.0 -1.634
C 3.358114 0.444242 3.913443 0.0 0.0 0.0 1.132
C 7.474362 1.614758 4.469822 0.0 0.0 0.0 2.074
C -4.225381 0.054985 5.178556 0.0 0.1 0.1 0.683
C 6.017118 1.205651 4.234121 0.0 0.0 0.0 0.404
C 3.203418 2.559217 -3.799237 0.1 0.0 0.0 -0.542
C 3.195444 2.523202 -1.395165 0.0 -0.1 0.1 -0.489
C -0.908561 2.959118 -2.049894 0.0 0.1 0.0 0.302
C 7.526502 2.853817 5.373649 0.0 0.0 0.0 -1.621
C -2.853478 -0.033143 5.004898 0.0 0.0 0.0 -0.834
C -5.470845 -2.741318 2.958622 0.0 0.0 0.0 -1.828
C 5.458838 1.163121 2.949636 0.0 0.0 0.1 -0.696
C -3.441015 1.429994 1.532218 0.0 0.0 0.1 -0.018
C 0.494750 5.604958 0.243917 0.0 0.0 0.0 -0.767
C -2.588257 -2.789396 2.444700 0.1 0.2 0.0 -0.525
C 8.198343 1.951585 3.165699 0.0 0.0 0.0 -2.120
C 2.551382 1.293857 -1.410148 0.0 0.0 0.1 -0.116
C -5.043966 -0.837220 4.494942 0.0 0.0 0.0 -0.850
C 0.794577 4.791063 -2.395784 -0.1 0.1 0.1 -0.314
C 3.882531 0.477828 5.187058 0.1 0.0 0.0 -1.875
C -2.266805 -0.965127 4.151432 0.0 0.0 0.0 0.973
C -0.102880 4.132229 -1.563335 -0.1 -0.2 -0.1 0.719
C 1.544949 5.851966 -1.908171 -0.1 0.0 0.0 -0.744
C 1.395488 6.256728 -0.590482 0.0 0.0 0.0 -0.430
C -0.115699 -1.885720 -3.322438 -0.3 -0.1 -0.2 0.062
C -4.028484 0.806385 0.275175 -0.1 0.1 -0.1 -0.485
C 2.538459 1.341515 -3.824280 0.0 0.0 0.0 -0.219
C -1.288328 -4.342961 -3.382932 0.0 -0.2 0.0 -0.450
C -0.772702 -0.980995 4.037201 -0.1 0.0 0.0 -1.593
C -3.118227 -1.836262 3.447559 0.0 -0.2 -0.1 0.958
C -1.521050 -1.882548 -3.215290 0.2 0.1 -0.1 -0.247
C 5.218097 0.862922 5.326822 0.0 0.0 0.0 -0.462
C -0.250726 4.546186 -0.241920 0.0 0.0 0.0 -0.232
C 2.209827 0.717489 -2.626404 0.0 -0.1 0.1 0.273
C 0.093310 -4.263634 -3.508059 0.1 -0.1 0.0 -0.696
C -2.044694 -3.191499 -3.229297 -0.2 0.2 0.0 -0.352
C -4.512834 -1.789874 3.640383 0.0 0.1 0.0 1.267
B 2.052963 0.229074 2.043388 0.0 0.1 0.1 0.588
H -0.948172 4.015681 0.391285 0.0 0.0 0.0 0.481
H -4.042446 -1.038758 -0.651778 0.0 0.1 0.0 0.199
H 0.383633 5.917016 1.274317 0.0 0.0 0.0 0.403
H 3.444182 2.968400 -0.439691 0.0 0.0 0.0 0.607
H 8.220476 1.097516 2.486687 0.0 0.0 0.0 0.399
H 2.254640 6.352243 -2.554980 0.0 0.0 0.0 0.432
H -1.199017 3.441507 -4.114150 0.0 0.0 0.0 0.484
H -3.345115 -3.424648 1.951247 0.0 0.0 0.0 0.328
H 2.319387 0.785365 -0.475405 0.0 0.1 -0.1 0.137
H 9.231040 2.233892 3.384918 0.0 0.0 0.0 0.432
H 7.723864 2.787047 2.648004 0.0 0.0 0.0 0.396
H 5.639795 0.891729 6.324961 0.0 0.0 0.0 0.337
H -3.829814 0.902974 2.413556 0.0 0.0 -0.1 -0.299
H 7.000871 3.689442 4.907481 0.0 0.0 0.0 0.378
H -0.332490 -0.292889 4.757089 0.0 0.0 0.0 0.430
H -4.227286 -1.084226 0.982613 -0.1 -0.1 0.0 -0.108
H -5.634514 1.620236 5.615369 0.0 0.0 0.0 0.365
H 1.986891 7.079950 -0.209005 0.0 0.0 0.0 0.393
H 8.563699 3.153219 5.551529 0.0 0.0 0.0 0.436
H -3.808376 2.466866 1.588961 0.0 0.0 0.0 0.427
H 7.057962 2.662146 6.339471 0.0 0.0 0.0 0.313
H -5.104651 1.034149 0.254078 0.0 0.0 0.0 0.313
H 1.768156 -2.903682 -3.544354 0.0 -0.1 0.0 0.328
H 2.276733 0.861782 -4.759179 0.0 0.0 0.0 0.395
H -5.245365 0.595128 6.992160 0.0 0.0 0.0 0.343
H 3.474926 3.041588 -4.731217 0.0 0.0 0.0 0.364
H 9.275759 0.744227 5.321473 0.0 0.0 0.0 0.435
H 0.149142 2.344892 -3.801670 0.0 0.0 0.0 0.107
H -1.770173 -5.316707 -3.415292 0.0 0.0 0.0 0.347
H -1.623221 1.831928 0.730063 0.1 0.0 0.0 -0.519
H -1.554543 1.700004 2.357566 -0.1 -0.1 0.1 0.231
H -3.123704 -3.326764 -3.137778 0.0 0.0 0.0 0.296
H 7.786055 0.206520 6.109153 0.0 0.0 0.0 0.317
H -4.078870 1.796550 6.435858 0.0 0.0 0.0 0.355
H -5.447450 -2.663605 1.870557 0.0 0.0 0.0 0.383
H 8.213251 -0.428342 4.521219 0.0 0.0 0.0 0.384
H 3.281575 0.213152 6.047954 0.0 0.0 0.0 0.412
H -0.433141 -0.679447 3.045331 0.0 0.0 0.0 0.029
H -2.204699 0.647152 5.545921 0.0 0.0 0.0 0.303
H 0.930607 4.463313 -3.416057 0.0 0.0 0.0 0.339
H -0.364166 -1.976685 4.203653 0.0 0.0 0.0 0.410
H -1.498948 1.723049 -3.669483 0.0 0.0 0.0 0.265
H -5.254526 -3.780689 3.210117 0.0 0.0 0.0 0.401
H -6.489374 -2.526737 3.278588 0.0 0.0 0.0 0.366
H 4.046324 4.105144 -2.569605 0.0 0.0 0.0 0.459
H 6.026549 1.413162 2.064292 0.0 0.0 0.0 0.541
H -3.575862 1.272568 -0.602288 0.0 0.0 0.0 0.257
H -6.119019 -0.789180 4.633828 0.0 0.0 0.0 0.312
H 0.689143 -5.159048 -3.642705 0.0 0.0 0.0 0.345